# 1
C5H8N2 | ωB97M-V with the def2-TZVPD basis set

The geometry in XYZ format:
```
15
Properties=species:S:1:pos:R:3:forces:R:3:nbo_charge:R:1
C -1.05828 -1.09086 0.15466 0.588 0.375 -0.217 0.0978
H -0.75187 2.15424 -0.39522 -0.459 0.020 -0.028 0.2056
H 1.55753 1.00445 1.08148 -0.893 -0.906 0.348 0.2163
H 1.25237 -0.72084 1.60426 -0.329 0.551 -0.347 0.2203
H 0.02342 0.57710 2.03151 1.173 -0.464 -0.716 0.2258
H -0.75055 -2.09203 0.39272 -0.095 -0.449 0.059 0.1953
C -1.04844 1.12389 -0.22370 -0.045 -1.219 -0.936 0.0730
H 0.40539 -0.81210 -2.07393 1.121 1.038 1.034 0.2346
C 0.76304 0.20961 1.24657 -0.207 1.179 0.695 -0.5929
C -0.02929 0.02397 -0.07017 -0.467 -1.312 1.265 -0.2214
N -2.28235 -0.74435 0.07851 1.103 0.740 -0.369 -0.2486
N -2.25497 0.68397 -0.23270 0.041 0.906 0.487 -0.2530
H 1.89111 -0.87311 -0.83782 -2.172 1.222 -0.941 0.2249
H 1.33534 0.81310 -1.52858 -0.539 -2.284 0.045 0.2227
C 0.94754 -0.25706 -1.22758 1.178 0.604 -0.379 -0.6003
```
Forces are in eV/Å.

Energy above the lowest of the compared OMol25 structures with the same formula, charge and spin (eV): 2.163
Kohn-Sham gap (eV): 10.725
E (eV): -8292.8334
Structure (SMILES): CC1(C)C=NN=C1
Total charge: 0



# 2
C5H8N2 | ωB97M-V with the def2-TZVPD basis set

The geometry in XYZ format:
```
15
Properties=species:S:1:pos:R:3:forces:R:3:nbo_charge:R:1
C -0.13862 1.15175 -0.04389 -0.020 0.134 -0.144 0.0979
H 1.03026 2.62846 -1.01607 -0.213 0.032 0.065 0.2200
C -0.52571 -0.05134 -0.55376 0.268 0.047 -0.050 -0.1197
H 0.29218 -2.49134 -0.95604 -0.362 0.003 0.303 0.2149
N 0.33648 0.99581 1.24283 -0.143 -0.052 -0.089 -0.4630
H -0.58053 2.40578 -1.71841 0.047 0.047 0.154 0.2120
C -0.02477 2.44133 -0.77645 -0.085 0.195 -0.001 -0.6304
C 0.10220 -2.36687 0.11772 -0.202 -0.039 0.117 -0.4054
C 0.27850 -0.29044 1.47248 0.115 -0.006 -0.031 0.1792
H 1.03929 -2.65126 0.61365 -0.472 -0.048 0.104 0.2140
H -0.38624 3.27230 -0.17032 0.002 0.032 -0.077 0.2232
H -1.00466 -0.34175 -1.48146 0.321 0.109 0.100 0.2136
N -0.20533 -0.98175 0.40744 0.355 0.168 0.014 -0.3551
H 0.54758 -0.79299 2.39791 0.105 0.147 -0.262 0.1918
H -0.76063 -2.92770 0.46436 0.285 -0.769 -0.203 0.2072
```
Forces are in eV/Å.

Energy above the lowest of the compared OMol25 structures with the same formula, charge and spin (eV): 0.354
Kohn-Sham gap (eV): 9.368
E (eV): -8294.6423
Structure (SMILES): Cc1cn(C)cn1
Total charge: 0